Record 1
Formula: C16H37F3N8O8S2Si2V
Source: OMol25
Level of theory: ωB97M-V with the def2-TZVPD basis set

Summary:
E_LUMO (spin up / spin down) = 2.36 / 2.36 eV
Maximum force = 0.71 eV/A
Total energy = -116769.0314 eV
E_HOMO (spin up / spin down) = -5.65 / -5.66 eV
Relative energy (zero: lowest compared OMol25 entry of this formula, charge and spin) = 2.5 kcal per mole
Molar mass = 697.76 Da

ORCA input file:
```
! wB97M-V def2-TZVPD RIJCOSX def2/J DEFGRID3
* xyz -1 3
V -0.19 0.32 0.22
C -0.97 -4.95 -0.84
N -1.53 -3.61 -0.73
C -2.91 -3.56 -0.23
C -0.74 -2.51 -0.71
N -1.16 -1.30 -0.66
N 0.62 -2.78 -0.82
C 1.63 -1.88 -0.57
N 2.84 -2.48 -0.31
N 1.49 -0.61 -0.64
H -0.47 -5.25 0.09
H -0.29 -5.02 -1.69
H -1.79 -5.64 -1.02
H -3.03 -4.32 0.54
H -3.61 -3.74 -1.04
H -3.11 -2.61 0.26
H -2.17 -1.23 -0.54
H 0.86 -3.71 -0.52
H 2.79 -3.35 0.21
H 3.50 -1.84 0.12
H 2.35 -0.12 -0.39
F 2.84 -2.55 2.46
C 1.89 -2.71 3.42
F 2.25 -1.93 4.45
F 1.96 -3.98 3.83
S 0.20 -2.30 2.81
O -0.57 -2.35 4.02
O -0.02 -3.35 1.83
O 0.40 -0.97 2.21
C 1.10 1.82 5.18
N 1.51 1.87 3.79
C 2.74 1.28 3.31
C 2.45 1.13 1.83
O 3.26 0.67 1.04
N 1.18 1.58 1.56
C 0.65 1.95 2.76
N -0.57 2.44 2.89
H 0.73 0.83 5.45
H 0.32 2.56 5.36
H 1.96 2.07 5.81
H 2.94 0.31 3.75
H 3.60 1.93 3.47
H -1.17 2.21 2.10
H -1.08 2.17 3.73
C -3.34 0.58 -2.01
Si -1.62 1.04 -2.67
C -0.88 -0.45 -3.58
C -2.01 2.28 -4.06
C -0.46 1.72 -1.38
Si 0.99 2.62 -2.14
C 0.42 4.21 -3.01
C 2.31 3.27 -0.97
C 1.90 1.60 -3.44
H -3.55 -0.48 -2.17
H -4.10 1.14 -2.56
H -3.49 0.81 -0.95
H -1.67 -1.15 -3.86
H -0.16 -0.99 -2.95
H -0.37 -0.15 -4.49
H -2.82 1.86 -4.67
H -1.16 2.46 -4.72
H -2.35 3.24 -3.67
H -1.01 2.50 -0.84
H -0.26 4.78 -2.38
H -0.09 4.03 -3.96
H 1.29 4.84 -3.22
H 1.88 3.84 -0.15
H 2.97 3.93 -1.54
H 2.93 2.48 -0.54
H 1.30 1.47 -4.35
H 2.15 0.60 -3.06
H 2.83 2.10 -3.72
O -2.70 0.73 3.27
S -2.92 0.23 1.91
O -4.20 0.61 1.34
O -2.63 -1.19 1.75
O -1.83 0.99 1.03
*
```

Record 2
Formula: C21H60O15
Source: OMol25
Level of theory: ωB97M-V with the def2-TZVPD basis set

Summary:
E_LUMO = 0.27 eV
Maximum force = 2.76 eV/A
Total energy = -53457.5896 eV
E_HOMO = -9.45 eV
Relative energy (zero: lowest compared OMol25 entry of this formula, charge and spin) = 61.0 kcal per mole
Molar mass = 552.70 Da

ORCA input file:
```
! wB97M-V def2-TZVPD RIJCOSX def2/J DEFGRID3
* xyz 0 1
C -3.88 -1.13 3.24
C -2.73 -0.40 3.91
C -1.95 -1.32 4.86
O -1.79 0.07 3.00
H -4.53 -1.61 3.97
H -3.46 -1.91 2.60
H -4.51 -0.45 2.67
H -3.06 0.50 4.44
H -2.54 -1.68 5.70
H -0.96 -1.04 5.22
H -1.81 -2.24 4.28
H -1.58 -0.65 2.39
C -1.89 0.07 -0.39
C -1.09 -1.25 -0.48
C 0.11 -1.13 -1.46
O -0.64 -1.57 0.84
H -1.26 0.82 0.08
H -2.76 -0.03 0.25
H -2.21 0.51 -1.33
H -1.84 -1.93 -0.90
H 0.46 -2.10 -1.79
H 0.91 -0.43 -1.20
H -0.15 -0.75 -2.45
H -0.73 -2.51 1.04
C -0.87 4.46 4.96
C -1.21 3.22 4.06
C -0.82 3.26 2.57
O -0.52 2.21 4.66
H -1.45 5.35 4.72
H 0.19 4.68 5.11
H -1.19 4.21 5.98
H -2.28 2.99 4.14
H -1.03 2.30 2.11
H 0.24 3.51 2.44
H -1.39 4.00 2.01
H -0.87 1.38 4.33
O 4.20 2.21 0.97
C 2.97 2.05 1.63
C 2.10 1.13 0.90
O 1.64 1.72 -0.34
H 3.97 2.52 0.10
H 3.11 1.56 2.59
H 2.66 3.09 1.77
H 1.23 0.87 1.51
H 2.43 0.15 0.53
H 2.42 1.71 -0.89
O 4.12 -3.44 -4.18
C 3.67 -2.17 -4.67
C 3.47 -1.03 -3.65
O 3.11 0.20 -4.22
H 4.78 -3.74 -4.81
H 4.41 -1.73 -5.34
H 2.82 -2.22 -5.34
H 4.39 -0.88 -3.08
H 2.70 -1.39 -2.97
H 3.80 0.87 -4.16
O -2.74 -6.49 3.03
C -3.48 -5.39 2.65
C -2.91 -4.60 1.47
O -1.58 -4.32 1.81
H -2.72 -7.11 2.30
H -4.52 -5.66 2.50
H -3.67 -4.75 3.51
H -3.56 -3.74 1.33
H -2.81 -5.22 0.58
H -1.16 -5.03 2.30
O -0.96 2.95 -1.75
C -1.07 4.22 -1.04
C -0.54 5.38 -1.94
O 0.84 5.34 -2.27
H -0.48 2.33 -1.20
H -2.03 4.57 -0.67
H -0.44 4.11 -0.15
H -0.73 6.37 -1.54
H -1.10 5.46 -2.87
H 0.91 4.60 -2.87
O -0.03 3.76 -6.41
C -0.34 3.23 -5.10
C 0.83 2.56 -4.40
O 1.74 3.51 -3.99
H -0.68 4.34 -6.81
H -0.66 4.09 -4.52
H -1.10 2.47 -5.22
H 1.43 1.98 -5.11
H 0.53 1.89 -3.60
H 2.17 3.97 -4.72
O 1.48 -5.91 0.27
C 1.63 -4.55 -0.03
C 2.85 -4.23 -0.90
O 2.57 -4.53 -2.22
H 1.20 -6.34 -0.54
H 0.76 -4.21 -0.59
H 1.63 -3.94 0.88
H 3.72 -4.79 -0.54
H 3.00 -3.16 -0.72
H 3.13 -4.04 -2.83
*
```

Record 3
Formula: C32H28F12IrN4O6S
Source: OMol25
Level of theory: ωB97M-V with the def2-TZVPD basis set

Summary:
E_LUMO (spin up / spin down) = 2.25 / 2.25 eV
Maximum force = 1.07 eV/A
Total energy = -98171.9577 eV
E_HOMO (spin up / spin down) = -4.18 / -4.15 eV
Molar mass = 1016.86 Da

ORCA input file:
```
! wB97M-V def2-TZVPD RIJCOSX def2/J DEFGRID3
* xyz -1 1
Ir -0.34 -0.66 -0.32
C 4.74 3.69 0.22
C 3.40 3.07 -0.08
C 2.23 3.61 0.46
C 1.02 3.01 0.22
C 0.92 1.87 -0.59
N -0.34 1.25 -0.76
C -1.43 2.00 -1.13
C -1.21 3.22 -1.81
C -2.24 4.03 -2.23
C -3.57 3.67 -2.02
C -4.71 4.53 -2.51
C -3.80 2.48 -1.37
C -2.77 1.63 -0.93
C -3.10 0.33 -0.21
O -2.26 -0.72 -0.52
C -4.51 -0.23 -0.58
F -4.65 -1.50 -0.17
F -5.54 0.45 -0.04
F -4.68 -0.23 -1.91
C -3.10 0.61 1.33
F -1.87 0.91 1.76
F -3.52 -0.46 2.04
F -3.90 1.64 1.66
C 2.08 1.33 -1.14
C 3.30 1.94 -0.87
C 1.96 0.12 -2.07
O 1.04 -0.85 -1.72
C 3.31 -0.66 -2.18
F 3.15 -1.86 -2.77
F 4.25 -0.01 -2.91
F 3.83 -0.90 -0.97
C 1.59 0.63 -3.50
F 2.27 1.73 -3.85
F 1.84 -0.30 -4.45
F 0.29 0.92 -3.58
H 4.66 4.78 0.31
H 5.47 3.46 -0.56
H 5.14 3.31 1.17
H 2.28 4.47 1.12
H 0.12 3.39 0.68
H -0.19 3.52 -2.01
H -2.00 4.95 -2.75
H -4.40 5.57 -2.63
H -5.55 4.50 -1.81
H -5.08 4.18 -3.48
H -4.82 2.20 -1.18
H 4.22 1.55 -1.29
C 0.86 -4.40 -2.75
N -0.14 -3.85 -1.84
C -1.16 -3.04 -2.50
C 0.13 -3.65 -0.53
O -0.41 -2.76 0.16
N 1.03 -4.51 0.07
C 0.83 -5.94 -0.07
C 1.49 -4.11 1.39
H 1.11 -3.65 -3.49
H 0.47 -5.29 -3.26
H 1.76 -4.67 -2.20
H -1.43 -3.53 -3.43
H -0.79 -2.04 -2.72
H -2.04 -2.95 -1.87
H 0.37 -6.19 -1.02
H 0.18 -6.32 0.73
H 1.79 -6.46 0.00
H 1.57 -3.02 1.44
H 2.46 -4.56 1.57
H 0.79 -4.43 2.17
O 1.38 2.93 3.82
S 1.98 1.63 3.86
O 3.28 1.50 4.45
N 1.95 0.94 2.38
C 1.14 -0.08 2.34
O 0.94 -0.85 1.36
C 0.45 -0.39 3.64
C -0.48 -1.38 3.89
C -0.98 -1.48 5.19
C -0.54 -0.61 6.19
C 0.39 0.39 5.92
C 0.85 0.48 4.63
H -0.82 -2.02 3.09
H -1.71 -2.24 5.42
H -0.93 -0.72 7.19
H 0.72 1.07 6.69
*
```

Record 4
Formula: C36H64O24S6
Source: OMol25
Level of theory: ωB97M-V with the def2-TZVPD basis set

Summary:
E_LUMO = 0.19 eV
Maximum force = 2.78 eV/A
Total energy = -152519.3197 eV
E_HOMO = -10.15 eV
Relative energy (zero: lowest compared OMol25 entry of this formula, charge and spin) = 0.0 kcal per mole
Molar mass = 1073.29 Da

ORCA input file:
```
! wB97M-V def2-TZVPD RIJCOSX def2/J DEFGRID3
* xyz 0 1
O 1.93 -10.14 20.20
S 2.34 -10.99 19.13
O 1.64 -10.80 17.90
C 4.06 -10.87 18.80
C 4.38 -12.21 18.22
C 3.75 -13.23 19.14
C 2.32 -12.75 19.49
H 4.45 -10.94 19.83
H 4.28 -9.94 18.23
H 3.98 -12.37 17.24
H 5.46 -12.43 18.20
H 4.32 -13.43 20.03
H 3.70 -14.14 18.51
H 2.13 -12.97 20.53
H 1.50 -13.14 18.89
O -0.30 -13.78 20.21
S -1.27 -14.81 20.63
O -0.80 -16.19 20.62
C -2.02 -14.33 22.16
C -3.58 -14.31 21.89
C -3.84 -15.15 20.58
C -2.68 -14.85 19.63
H -1.57 -13.39 22.44
H -1.74 -15.06 22.90
H -4.09 -14.68 22.75
H -3.92 -13.26 21.82
H -4.77 -14.82 20.08
H -3.96 -16.20 20.86
H -2.82 -13.84 19.27
H -2.45 -15.58 18.86
O -1.60 -7.09 20.56
S -2.45 -8.24 20.65
O -3.78 -7.81 21.03
C -2.37 -9.22 19.13
C -1.17 -10.08 19.30
C -1.39 -10.69 20.70
C -1.61 -9.53 21.65
H -2.42 -8.47 18.34
H -3.29 -9.80 19.18
H -1.05 -10.87 18.56
H -0.22 -9.50 19.32
H -0.50 -11.27 20.93
H -2.27 -11.26 20.65
H -0.68 -9.11 21.99
H -2.24 -9.78 22.50
O -0.13 -6.15 25.28
S -1.24 -5.77 24.42
O -2.17 -6.86 24.14
C -2.30 -4.55 25.07
C -2.88 -3.77 23.89
C -1.55 -3.49 23.06
C -0.80 -4.82 22.97
H -1.70 -3.90 25.70
H -3.04 -5.09 25.67
H -3.53 -4.39 23.30
H -3.44 -2.88 24.24
H -1.10 -2.62 23.55
H -1.77 -3.12 22.07
H 0.25 -4.72 23.07
H -0.98 -5.39 22.05
O -5.01 -6.81 26.62
S -5.91 -7.56 25.78
O -6.26 -8.84 26.30
C -7.39 -6.55 25.46
C -7.29 -6.12 23.96
C -5.77 -6.23 23.58
C -5.31 -7.59 24.11
H -7.26 -5.69 26.07
H -8.25 -7.19 25.73
H -7.90 -6.83 23.39
H -7.72 -5.12 23.78
H -5.35 -5.32 24.09
H -5.63 -6.11 22.51
H -4.22 -7.64 24.21
H -5.69 -8.42 23.53
O -4.74 -10.22 17.24
S -4.11 -11.51 17.06
O -3.28 -11.89 18.14
C -5.33 -12.73 16.86
C -5.48 -12.82 15.33
C -4.02 -12.74 14.70
C -3.33 -11.61 15.45
H -6.20 -12.32 17.36
H -4.92 -13.67 17.28
H -6.01 -13.70 14.97
H -6.15 -12.04 15.01
H -4.09 -12.55 13.63
H -3.64 -13.75 14.89
H -3.62 -10.64 15.03
H -2.25 -11.69 15.51
O -3.72 -8.44 13.88
C -2.89 -8.04 14.67
O -1.67 -8.58 14.85
C -0.89 -7.87 15.81
C -1.85 -6.75 16.20
O -2.98 -6.87 15.30
H -0.65 -8.55 16.66
H 0.05 -7.54 15.36
H -1.46 -5.76 16.10
H -2.28 -6.76 17.22
O -0.39 -4.40 17.77
C 0.30 -5.21 18.33
O 0.71 -6.33 17.76
C 1.63 -6.96 18.72
C 1.32 -6.19 20.04
O 0.79 -5.01 19.56
H 1.35 -8.02 18.86
H 2.68 -6.83 18.34
H 2.26 -6.02 20.59
H 0.58 -6.74 20.64
O -5.48 -11.72 21.74
C -5.96 -10.76 21.17
O -5.83 -10.58 19.88
C -6.26 -9.27 19.50
C -6.95 -8.79 20.79
O -6.70 -9.80 21.76
H -5.36 -8.69 19.32
H -6.95 -9.32 18.63
H -8.04 -8.67 20.73
H -6.52 -7.84 21.05
O -0.81 -12.77 24.80
C -1.05 -11.61 25.02
O -2.30 -11.12 25.28
C -2.28 -9.71 25.27
C -0.79 -9.40 25.17
O -0.13 -10.67 25.02
H -2.84 -9.28 24.42
H -2.70 -9.36 26.20
H -0.36 -8.94 26.04
H -0.60 -8.87 24.23
*
```

Record 5
Formula: C3H3CdO2
Source: OMol25
Level of theory: ωB97M-V with the def2-TZVPD basis set

Summary:
E_LUMO (spin up / spin down) = -0.85 / -1.72 eV
Maximum force = 5.32 eV/A
Total energy = -11813.1340 eV
E_HOMO (spin up / spin down) = -7.74 / -9.27 eV
Relative energy (zero: lowest compared OMol25 entry of this formula, charge and spin) = 34.2 kcal per mole
Molar mass = 183.47 Da

ORCA input file:
```
! wB97M-V def2-TZVPD RIJCOSX def2/J DEFGRID3
* xyz 0 2
C -0.40 0.70 0.53
C -0.85 -0.41 -0.40
H -1.37 -1.25 0.09
H -0.99 0.92 1.43
H -1.41 -0.20 -1.33
O 2.22 0.07 0.59
C 1.00 -0.37 0.67
O 0.52 -0.83 -0.67
Cd 1.28 1.37 -0.90
*
```

Record 6
Formula: C3H3Na2O7
Source: OMol25
Level of theory: ωB97M-V with the def2-TZVPD basis set

Summary:
E_LUMO (spin up / spin down) = 3.69 / 3.70 eV
Maximum force = 10.48 eV/A
Total energy = -26323.7398 eV
E_HOMO (spin up / spin down) = 1.31 / 1.34 eV
Relative energy (zero: lowest compared OMol25 entry of this formula, charge and spin) = 13.2 kcal per mole
Molar mass = 197.03 Da

ORCA input file:
```
! wB97M-V def2-TZVPD RIJCOSX def2/J DEFGRID3
* xyz -2 2
Na 12.01 -9.33 21.66
Na 12.47 -8.12 19.17
C 9.85 -7.21 21.43
O 8.75 -7.62 21.11
O 10.30 -7.63 22.56
O 10.72 -6.82 20.66
C 10.14 -9.68 18.59
O 9.07 -10.16 18.38
O 11.01 -10.08 19.30
O 10.31 -8.58 18.03
C 15.23 -8.41 21.61
O 14.05 -7.67 21.35
H 15.11 -9.48 21.79
H 15.88 -8.36 20.73
H 15.76 -8.03 22.48
*
```

Record 7
Formula: C9H21ClMgN3O3
Source: OMol25
Level of theory: ωB97M-V with the def2-TZVPD basis set

Summary:
E_LUMO = -9.09 eV
Maximum force = 3.09 eV/A
Total energy = -38240.9186 eV
E_HOMO = -10.56 eV
Relative energy (zero: lowest compared OMol25 entry of this formula, charge and spin) = 253.6 kcal per mole
Molar mass = 279.04 Da

ORCA input file:
```
! wB97M-V def2-TZVPD RIJCOSX def2/J DEFGRID3
* xyz 1 1
Mg 4.73 -2.40 1.11
Cl 2.15 0.52 0.73
C 1.29 2.55 -5.72
O 1.79 3.52 -6.19
N 0.11 1.99 -6.14
C -0.65 1.10 -5.23
C -0.50 2.36 -7.39
H 1.77 2.09 -4.85
H -1.69 1.41 -5.25
H -0.38 1.11 -4.18
H -0.45 0.07 -5.53
H -1.50 2.79 -7.31
H 0.03 3.01 -8.09
H -0.69 1.41 -7.89
C 1.32 -6.21 -1.11
O 1.73 -5.15 -0.61
N -0.03 -6.43 -1.16
C -0.50 -7.82 -1.21
C -0.98 -5.38 -0.73
H 1.95 -6.94 -1.66
H -0.50 -8.18 -0.18
H 0.15 -8.50 -1.75
H -1.52 -7.90 -1.59
H -0.55 -4.39 -0.59
H -1.79 -5.27 -1.45
H -1.26 -5.42 0.33
C 0.55 3.51 6.56
O 1.43 2.91 7.22
N -0.28 4.54 6.94
C -1.15 5.21 5.93
C -0.35 4.99 8.34
H 0.43 3.31 5.49
H -2.01 4.65 5.54
H -0.47 5.50 5.13
H -1.40 6.19 6.33
H 0.05 6.00 8.25
H -1.23 4.76 8.94
H 0.38 4.46 8.95
*
```

Record 8
Formula: C5H6N
Source: OMol25
Level of theory: ωB97M-V with the def2-TZVPD basis set

Summary:
E_LUMO = -6.39 eV
Maximum force = 2.87 eV/A
Total energy = -6760.0386 eV
E_HOMO = -16.06 eV
Relative energy (zero: lowest compared OMol25 entry of this formula, charge and spin) = 118.5 kcal per mole
Molar mass = 80.11 Da

ORCA input file:
```
! wB97M-V def2-TZVPD RIJCOSX def2/J DEFGRID3
* xyz 1 1
C 1.46 -0.69 0.13
C -1.20 -0.42 0.43
C -0.76 0.98 0.13
C 2.63 0.20 -0.43
C 0.17 -0.20 0.04
N 2.51 0.20 0.78
H 1.79 -1.80 0.18
H -1.23 -0.82 1.40
H -1.95 -0.76 -0.31
H -1.11 1.47 -0.75
H -0.67 1.62 0.96
H 3.14 0.40 -1.33
*
```